--- P ---
This record from OMol25 describes 3 unconnected molecules or ions with the total composition H7O3. The level of theory is wB97M-V/def2-TZVPD.

Results
expectation value of S²	0.755
net charge	+2
spin multiplicity	2

Positions of all 10 atoms, in Å:
O -1.72569 1.03899 -0.36559
H -1.47538 1.95436 -0.67087
H -2.70912 1.04612 -0.31228
O 1.81751 -0.93574 -0.75211
H 2.73082 -0.64933 -1.00809
H 1.86526 -1.90144 -0.92867
O -0.05101 -0.05819 1.12472
H 0.71053 -0.46001 0.63692
H -0.47408 -0.45257 1.92858
H -0.68884 0.41779 0.34739

--- Q ---
This record from OMol25 describes 3 unconnected molecules or ions with the total composition H7O3. The level of theory is wB97M-V/def2-TZVPD.

Results
expectation value of S²	0.757
net charge	+2
spin multiplicity	2

Positions of all 10 atoms, in Å:
O -1.80574 0.36985 -0.78192
H -1.73527 0.85838 -1.63019
H -2.74803 0.07956 -0.77242
O 1.88216 -0.96573 -0.25154
H 2.47111 -1.54255 0.29612
H 2.12272 -0.93555 -1.20769
O -0.03522 0.43195 1.20244
H 0.62103 -0.08886 0.68266
H -0.06622 1.07749 1.93680
H -0.70653 0.71546 0.52575

So which one is most stable? That would be P, about 2.8 kcal/mol below the next structure.

--- P ---
This record from OMol25 describes a single C26H29N3O4 molecule. The level of theory is wB97M-V/def2-TZVPD.

Results
structure (SMILES)	Cc1c(CCC(=O)NCCCn2ccnc2)c(=O)oc2c(C)c3oc4c(c3cc12)CCCC4

Positions of all 62 atoms, in Å:
C -2.87434 -1.60914 -0.19368
C -2.02849 -0.40369 -0.45288
C -2.02490 0.24566 -1.64922
C -2.89393 -0.12817 -2.82322
C -2.44713 -1.38412 -3.58274
C -1.25748 -1.30062 -4.53527
O -0.83371 -2.31445 -5.06093
N -0.75590 -0.08035 -4.79878
C 0.38414 0.08472 -5.66940
C 1.72910 -0.04788 -4.94196
C 1.89157 0.95038 -3.78497
N 1.88212 0.31624 -2.48786
C 2.65703 0.67879 -1.42345
C 2.29195 -0.13179 -0.38821
N 1.30954 -0.97802 -0.79168
C 1.08789 -0.68442 -2.04580
C -1.17203 1.40538 -1.84132
O -1.05325 1.99749 -2.90606
O -0.47212 1.88283 -0.79891
C -0.44658 1.25368 0.40363
C 0.36951 1.84110 1.37280
C 1.14099 3.08960 1.09076
C 0.43496 1.17131 2.58028
O 1.16490 1.52408 3.66419
C 0.93699 0.56022 4.60487
C 0.08153 -0.39653 4.16819
C -0.27293 -0.02992 2.82842
C -1.08550 -0.57485 1.85294
C -1.18897 0.07311 0.62143
C -0.33350 -1.56358 4.99766
C 0.01879 -1.29212 6.46255
C 1.44908 -0.76675 6.59416
C 1.58541 0.61210 5.94083
H -2.23101 -2.48261 -0.09542
H -3.42728 -1.48714 0.73589
H -3.58155 -1.79007 -0.99504
H -3.90991 -0.30386 -2.45960
H -2.94485 0.72259 -3.50505
H -3.27985 -1.73291 -4.20061
H -2.21901 -2.18996 -2.88182
H -1.01939 0.72347 -4.23936
H 0.32600 -0.69110 -6.43759
H 0.31013 1.06826 -6.13972
H 1.82360 -1.06630 -4.56266
H 2.52149 0.10464 -5.67570
H 1.08738 1.69580 -3.81614
H 2.84276 1.48203 -3.87092
H 3.38934 1.45725 -1.49517
H 2.66700 -0.16054 0.61516
H 0.37475 -1.19231 -2.66125
H 1.88550 2.89427 0.32037
H 0.47727 3.86852 0.72056
H 1.63880 3.43135 1.99331
H -1.61109 -1.49396 2.04537
H -1.40555 -1.74258 4.88986
H 0.18609 -2.46051 4.64660
H -0.09354 -2.20890 7.04333
H -0.67167 -0.54959 6.86783
H 1.72786 -0.70150 7.64675
H 2.13106 -1.46560 6.10627
H 2.63461 0.89771 5.84093
H 1.09632 1.37325 6.55745

--- Q ---
This record from OMol25 describes a single C26H29N3O4 molecule. The level of theory is wB97M-V/def2-TZVPD.

Results
structure (SMILES)	CCOC(=O)C1(CCOc2ccccc2)CCN(C(=O)c2ccc(-n3cccn3)cc2)CC1

Positions of all 62 atoms, in Å:
C 3.29112 2.79402 4.52490
C 3.80819 1.47807 3.97636
O 2.74355 0.83369 3.27177
C 3.03885 -0.32765 2.68276
O 4.13306 -0.82571 2.72543
C 1.81525 -0.94932 2.00497
C 0.95836 -1.53203 3.15720
C -0.51751 -1.76270 2.82217
O -0.62417 -2.56075 1.66469
C -1.79451 -2.57808 0.96449
C -3.00024 -2.05501 1.41620
C -4.12271 -2.11773 0.60556
C -4.06002 -2.69870 -0.64691
C -2.85992 -3.23158 -1.09285
C -1.73336 -3.17104 -0.29838
C 2.28547 -2.07166 1.06682
C 3.01408 -1.52067 -0.15965
N 2.19215 -0.53381 -0.82928
C 1.42918 -0.91906 -1.88195
O 1.54963 -2.00135 -2.42393
C 0.43312 0.08838 -2.37525
C 0.82666 1.20186 -3.11040
C -0.11744 2.07636 -3.60855
C -1.47323 1.85082 -3.37674
N -2.40038 2.75951 -3.89216
C -3.74907 2.63618 -3.97784
C -4.22064 3.78164 -4.56560
C -3.07120 4.55393 -4.80363
N -1.99072 3.92709 -4.39776
C -1.87017 0.73780 -2.64213
C -0.91937 -0.13904 -2.15496
C 1.88732 0.59619 0.01411
C 1.05698 0.12380 1.20989
H 4.08565 3.30100 5.06417
H 2.45925 2.61785 5.20154
H 2.94998 3.43097 3.71319
H 4.64499 1.63277 3.28631
H 4.15065 0.81555 4.77898
H 0.98231 -0.84946 4.00928
H 1.40559 -2.47889 3.46328
H -1.01954 -0.79900 2.67113
H -0.99605 -2.26788 3.67398
H -3.08032 -1.60991 2.39601
H -5.05455 -1.70728 0.96639
H -4.93972 -2.74214 -1.27084
H -2.79644 -3.68687 -2.06959
H -0.79079 -3.57104 -0.63904
H 2.96082 -2.73312 1.61027
H 1.41787 -2.64332 0.74207
H 3.21615 -2.32473 -0.86869
H 3.95703 -1.05273 0.13542
H 1.87591 1.37586 -3.29787
H 0.16822 2.94383 -4.18140
H -4.27158 1.76443 -3.64300
H -5.23633 4.03125 -4.79333
H -2.99844 5.52624 -5.24870
H -2.91232 0.54581 -2.44152
H -1.23252 -1.00996 -1.59826
H 1.33661 1.34914 -0.55150
H 2.83176 1.03465 0.35406
H 0.81135 0.96692 1.85592
H 0.13616 -0.30342 0.81244

So which one is most stable? That would be P, about 33.0 kcal/mol below the next structure.

--- P ---
This record from OMol25 describes a molecular structure, C35H30As2Br2CrN7O9S2. The level of theory is wB97M-V/def2-TZVPD.

Results
expectation value of S²	0.764
spin multiplicity	2

Positions of all 88 atoms, in Å:
Cr -1.74276 -0.29487 0.64929
C 0.58684 4.66603 2.34709
S 0.40604 3.42253 3.66239
C -0.85196 2.36253 2.94389
S -2.30776 3.03463 2.47739
N -0.51736 1.12423 3.06659
N -1.01816 0.04413 2.51879
C -0.95496 -1.03537 3.26049
C -1.30506 -2.27187 2.67339
C -1.35106 -3.46627 3.40489
C -1.68176 -4.63737 2.76709
C -1.98706 -4.58447 1.40789
C -1.94516 -3.36657 0.76199
N -1.59986 -2.22467 1.35439
H 1.23124 5.44003 2.74999
H -0.38816 5.06873 2.08739
H 1.05354 4.19033 1.48959
H -0.66246 -0.97127 4.30299
H -1.13326 -3.43017 4.45939
H -1.72566 -5.57007 3.30579
H -2.24896 -5.47017 0.85199
H -2.20266 -3.32017 -0.28711
Br -6.54616 -0.73957 1.72979
C -5.68556 0.60293 0.73129
C -6.41496 1.53113 -0.00101
C -5.76766 2.51203 -0.71711
Br -6.80306 3.75423 -1.70621
C -4.35826 2.60393 -0.74751
C -3.60276 3.60313 -1.39231
C -2.23156 3.54303 -1.33011
C -1.60566 2.48063 -0.66921
N -2.28436 1.53003 -0.05661
C -3.63646 1.60333 -0.05981
C -4.28886 0.60443 0.72719
O -3.56036 -0.23867 1.36259
H -7.49226 1.47513 0.00059
H -4.10666 4.39753 -1.92101
H -1.62666 4.30703 -1.79361
H -0.52656 2.39673 -0.63221
C 1.38204 1.47633 -4.91971
O 2.00854 0.91453 -3.76901
C 1.22644 0.62543 -2.74011
O 0.01634 0.73973 -2.75661
C 1.90014 0.09363 -1.53391
C 3.19254 0.22923 -1.23041
As 4.25484 -0.59577 0.26169
C 5.16774 1.04183 0.91749
C 2.58834 -0.54957 1.24899
C 1.71664 -1.45957 0.72119
As 0.40394 -0.78707 -0.51091
C 0.35074 -2.27387 -1.78511
C 2.00924 -2.89157 0.70349
O 1.14714 -3.72117 0.49829
O 3.26574 -3.21357 1.05349
C 3.55914 -4.60477 1.10799
C 2.05994 0.79973 1.55399
O 1.27424 1.38573 0.83009
O 2.50444 1.41583 2.64309
C 3.08534 0.66393 3.69169
C 4.23874 0.84943 -2.06471
O 5.27474 0.25403 -2.27201
O 3.99944 2.09303 -2.45051
C 5.04144 2.72473 -3.18691
H 2.10514 1.40183 -5.72791
H 1.13194 2.52243 -4.73341
H 0.47124 0.92873 -5.16611
H 5.96424 1.29243 0.21599
H 5.63324 0.81273 1.88009
H 4.49754 1.89233 1.02999
H 1.36064 -2.65577 -1.97001
H -0.06866 -1.90317 -2.72261
H -0.26496 -3.08927 -1.41921
H 4.50134 -4.69707 1.64139
H 3.65354 -5.00517 0.09659
H 2.75934 -5.13767 1.62669
H 3.69134 1.35983 4.26809
H 3.69634 -0.16127 3.31159
H 2.29294 0.26443 4.32939
H 4.65244 3.68833 -3.50321
H 5.32044 2.11783 -4.04881
H 5.92084 2.85723 -2.55421
N -2.46236 -0.91147 -1.00461
C -3.11106 -1.52837 -1.75751
C -3.76916 -2.32457 -2.63631
C -3.13896 -3.52497 -2.98351
N -2.58036 -4.50067 -3.22741
C -5.01276 -1.95727 -3.15641
N -6.02826 -1.62827 -3.58011

--- Q ---
This record from OMol25 describes a molecular structure, C35H30As2Br2CrN7O9S2. The level of theory is wB97M-V/def2-TZVPD.

Results
expectation value of S²	0.760
spin multiplicity	2

Positions of all 88 atoms, in Å:
Cr -1.24077 1.30396 -1.62029
C -3.39467 5.31166 -4.30889
S -1.63187 4.99306 -4.59619
C -1.38967 3.50546 -3.72709
S -2.70387 2.69286 -2.92889
N -0.18947 3.03076 -3.69769
N -0.07317 1.87216 -3.02089
C 0.70023 0.94826 -3.58069
C 0.25453 -0.35484 -3.32929
C 0.85203 -1.52364 -3.85809
C 0.19713 -2.72014 -3.74449
C -1.06367 -2.73394 -3.11639
C -1.57957 -1.57044 -2.59979
N -0.94407 -0.38784 -2.64389
H -3.61517 6.26676 -4.77449
H -3.58057 5.35976 -3.24119
H -3.98637 4.52376 -4.76219
H 1.41203 1.20426 -4.35409
H 1.80313 -1.44744 -4.36469
H 0.62273 -3.62594 -4.15309
H -1.64557 -3.64124 -3.07629
H -2.56397 -1.56514 -2.15189
Br -0.79447 -0.20944 3.96271
C -0.96727 1.39266 2.95101
C -1.29477 2.49496 3.75351
C -1.46097 3.73166 3.20281
Br -1.81827 5.19976 4.34731
C -1.33527 3.92526 1.81051
C -1.42687 5.19696 1.21871
C -1.10637 5.31516 -0.10939
C -0.83617 4.16666 -0.84009
N -0.91597 2.92566 -0.36279
C -1.05217 2.79496 0.99011
C -0.82027 1.51476 1.57561
O -0.39567 0.55896 0.68591
H -1.39177 2.34876 4.81891
H -1.70607 6.04986 1.81561
H -1.08657 6.26966 -0.60599
H -0.54747 4.28226 -1.87199
C -2.35747 -2.73024 1.77131
O -1.56307 -1.64004 1.29861
C -0.28357 -1.66114 1.64391
O 0.23853 -2.61134 2.19391
C 0.47163 -0.47114 1.14931
C 1.65703 -0.08304 1.88121
As 2.62063 -1.41514 2.89331
C 4.46003 -0.70844 2.92921
C 2.89283 -2.69684 1.39371
C 2.25333 -2.70614 0.23401
As 1.08443 -1.38194 -0.60949
C 2.56963 -0.17284 -1.04589
C 2.47943 -3.65134 -0.90129
O 3.27183 -3.38124 -1.76879
O 1.70033 -4.72774 -1.02989
C 0.54973 -4.93114 -0.22249
C 4.01073 -3.62024 1.74501
O 5.13063 -3.36664 1.38661
O 3.78503 -4.65454 2.55981
C 2.46413 -5.05224 2.89471
C 2.07143 1.27586 2.02031
O 2.72283 1.68046 2.96781
O 1.70833 2.11086 0.99121
C 2.13293 3.45456 1.13861
H -2.47117 -3.47444 0.98381
H -3.32737 -2.31814 2.03811
H -1.89087 -3.18374 2.64591
H 4.50633 0.11146 3.63951
H 4.79793 -0.36494 1.95421
H 5.12493 -1.50604 3.26291
H 3.23553 -0.04454 -0.19209
H 2.19083 0.79946 -1.36859
H 3.13733 -0.63544 -1.85539
H 0.47063 -6.00404 -0.04299
H -0.32567 -4.59834 -0.78959
H 0.60103 -4.39834 0.72881
H 2.08393 -5.73064 2.12461
H 1.78253 -4.20304 3.01051
H 2.54193 -5.59034 3.83961
H 1.99593 3.93206 0.17021
H 3.18383 3.49146 1.43451
H 1.54313 3.96686 1.90681
N -2.69877 0.59626 -0.66159
C -3.63037 -0.06724 -0.40439
C -4.66127 -0.89404 -0.09989
C -5.76987 -0.47594 0.64501
N -6.67057 -0.13864 1.27281
C -4.59627 -2.22024 -0.54189
N -4.50767 -3.30824 -0.90739

So which one is most stable? That would be P, about 11.0 kcal/mol below the next structure.